## 1
Below is a single C7H9NS molecule, with properties calculated with wB97M-V/def2-TZVPD.

The geometry in XYZ format:
```
18
Properties=species:S:1:pos:R:3:mulliken_charge:R:1
C 2.52 0.99 0.57 0.226
C -0.27 -1.40 0.41 0.321
C 0.77 -0.61 0.95 -0.233
C -0.49 1.09 -1.01 0.162
C -1.20 -2.07 1.43 -1.339
C -0.72 2.21 -1.93 -1.129
C 1.65 0.00 0.14 -0.551
N 3.25 1.69 1.04 -0.437
S -1.43 -0.26 -0.76 -0.121
H 0.00 -2.22 -0.30 0.400
H 0.69 -0.22 1.98 0.260
H -0.45 -2.70 2.07 0.301
H -1.73 -1.33 2.09 0.348
H -2.15 -2.46 1.05 0.390
H -0.68 3.19 -1.56 0.333
H -1.58 2.21 -2.60 0.347
H 0.02 2.28 -2.72 0.307
H 1.79 -0.39 -0.85 0.415
```

Properties
Kohn-Sham gap (eV): 7.94
Multiplicity: 1
HOMO (eV): -8.15

---

## 2
Below is 2 unconnected molecules or ions with the total composition C7H9NS, with properties calculated with wB97M-V/def2-TZVPD.

The geometry in XYZ format:
```
18
Properties=species:S:1:pos:R:3:mulliken_charge:R:1
C 0.46 2.44 -0.08 -0.567
C -0.33 1.60 -0.84 -0.058
C -1.11 0.84 0.03 -0.829
N -0.71 1.26 1.29 -0.029
C 0.32 2.17 1.23 -0.306
H 1.33 3.01 -0.39 0.361
H -0.33 1.69 -1.97 0.323
H -1.92 0.13 -0.02 0.442
H -1.17 0.92 2.19 0.247
H 0.57 2.58 2.18 0.425
C -0.58 -2.42 -1.32 -0.599
C 0.61 -1.96 -1.03 0.208
C 1.71 -1.89 -0.01 -0.551
S 2.08 -1.34 -1.68 -0.161
H -0.90 -2.08 -2.22 0.342
H -1.20 -2.64 -0.43 0.285
H 1.58 -1.06 0.71 0.173
H 2.37 -2.71 0.28 0.295
```

Properties
Kohn-Sham gap (eV): 9.10
Multiplicity: 1
HOMO (eV): -8.28
Structure (SMILES): c1cc[nH]c1.C=C1CS1

---

## 3
Below is 2 unconnected molecules or ions with the total composition C7H9NS, with properties calculated with wB97M-V/def2-TZVPD.

The geometry in XYZ format:
```
18
Properties=species:S:1:pos:R:3:mulliken_charge:R:1
C 1.23 0.69 -0.24 -0.066
C 2.38 0.55 -0.91 -0.555
C 2.46 -0.89 0.83 -0.687
C 1.29 -0.23 0.79 0.086
C -2.05 1.32 1.24 -0.317
C -2.29 0.69 0.13 -0.047
C -3.14 -1.33 -1.45 -0.623
N 3.19 -0.29 -0.23 0.012
S -3.23 0.29 -1.17 -0.020
H 0.26 1.34 -0.36 0.097
H 2.86 1.01 -1.86 0.277
H 3.01 -1.38 1.63 0.299
H -2.81 1.56 1.99 0.249
H -1.09 1.69 1.60 0.239
H -3.79 -1.76 -2.22 0.288
H -2.89 -2.16 -0.72 0.245
H 0.56 -0.49 1.55 0.329
H 4.06 -0.63 -0.58 0.192
```

Properties
Kohn-Sham gap (spin up / spin down) (eV): 7.69 / 7.58
Multiplicity: 1
HOMO (spin up / spin down) (eV): -7.54 / -7.45

---

The most stable arrangement is 2, and the next structure is 39.1 kcal/mol less stable.

---

## 1
Below is 2 unconnected molecules or ions with the total composition C4H8ClN, with properties calculated with wB97M-V/def2-TZVPD.

The geometry in XYZ format:
```
14
Properties=species:S:1:pos:R:3:mulliken_charge:R:1
C 1.06 -1.29 -2.05 -0.255
C 0.48 -0.69 -1.18 -0.095
N 0.38 -0.05 0.01 0.116
C -0.29 -0.66 1.12 -1.110
C 1.00 1.29 0.34 -0.974
H 0.95 -1.97 -2.90 0.294
H -1.12 0.00 1.56 0.320
H -0.75 -1.61 0.92 0.386
H 0.43 -0.80 1.97 0.357
H 1.10 2.07 -0.36 0.365
H 0.61 1.83 1.24 0.302
H 2.09 1.07 0.65 0.307
Cl -3.40 0.84 -0.86 -0.233
H -2.55 -0.04 -0.46 0.220
```

Properties
Kohn-Sham gap (eV): 9.00
Multiplicity: 1
HOMO (eV): -8.23
Structure (SMILES): C#CN(C)C.Cl

---

## 2
Below is a single C4H8ClN molecule, with properties calculated with wB97M-V/def2-TZVPD.

The geometry in XYZ format:
```
14
Properties=species:S:1:pos:R:3:mulliken_charge:R:1
N 1.28 1.45 0.11 -0.467
C 1.32 -0.02 -0.43 -0.529
C 0.26 -0.94 0.26 -0.507
C -1.02 -0.57 -0.37 -0.310
C -2.08 -0.29 0.40 -0.247
Cl -3.58 0.51 -0.16 -0.200
H 2.07 1.72 0.66 0.152
H 0.58 2.12 -0.16 0.158
H 2.28 -0.35 -0.20 0.380
H 1.26 -0.07 -1.50 0.353
H 0.23 -0.49 1.30 0.309
H 0.39 -1.96 -0.02 0.308
H -1.03 -0.71 -1.44 0.341
H -1.97 -0.42 1.57 0.260
```

Properties
Kohn-Sham gap (eV): 10.05
Multiplicity: 1
HOMO (eV): -8.97
Structure (SMILES): NCC/C=C/Cl

---

## 3
Below is a molecular structure, C4H8ClN, with properties calculated with wB97M-V/def2-TZVPD.

The geometry in XYZ format:
```
14
Properties=species:S:1:pos:R:3:mulliken_charge:R:1
C 1.66 -0.84 -0.21 -1.307
C 0.38 -0.31 -0.48 0.365
C -0.30 0.75 0.24 -0.175
C -0.73 -0.68 0.48 -0.349
H 2.50 -0.03 -0.35 0.254
H 1.76 -1.02 0.92 0.265
H 1.80 -1.72 -0.84 0.357
H -0.02 -0.46 -1.53 0.274
H 0.44 1.25 1.02 0.245
H -1.38 2.55 0.54 0.272
H -2.08 0.82 -0.69 0.346
H -0.55 -1.08 1.43 0.382
N -1.10 1.68 -0.38 -0.669
Cl -2.39 -0.90 -0.16 -0.259
```

Properties
Kohn-Sham gap (eV): 9.50
Multiplicity: 1
HOMO (eV): -8.63

---

The most stable arrangement is 2, and the next structure is 35.2 kcal/mol less stable.

---

## 1
Below is a single C4H8ClN molecule, with properties calculated with wB97M-V/def2-TZVPD.

The geometry in XYZ format:
```
14
Properties=species:S:1:pos:R:3:mulliken_charge:R:1
N 1.39 0.21 1.55 -0.710
C 0.86 0.34 0.21 -0.122
C 0.82 -0.93 -0.69 -0.662
C -0.43 -0.37 -0.05 0.055
C -1.43 0.42 -0.84 -0.780
Cl -2.11 1.85 0.10 -0.216
H 1.31 -0.76 1.83 0.289
H 0.68 0.68 2.21 0.276
H 0.86 1.31 -0.32 0.357
H 1.29 -1.87 -0.31 0.242
H 0.92 -0.58 -1.71 0.234
H -0.81 -0.88 0.81 0.370
H -1.01 0.78 -1.80 0.276
H -2.34 -0.20 -1.00 0.392
```

Properties
Kohn-Sham gap (eV): 10.08
Multiplicity: 1
HOMO (eV): -9.02
Structure (SMILES): N[C@H]1C[C@@H]1CCl

---

## 2
Below is a single C4H8ClN molecule, with properties calculated with wB97M-V/def2-TZVPD.

The geometry in XYZ format:
```
14
Properties=species:S:1:pos:R:3:mulliken_charge:R:1
C -1.34 1.51 0.04 -0.742
C -1.47 0.16 0.20 0.333
Cl -2.90 -0.61 -0.24 -0.207
C -0.20 -0.67 0.85 -0.552
N 1.02 -0.14 0.42 -0.257
C 1.44 -0.37 -0.92 -0.948
H -2.06 2.18 -0.42 0.328
H -0.30 1.89 0.27 0.253
H -0.40 -1.74 0.58 0.281
H -0.21 -0.62 2.00 0.313
H 1.72 -0.21 1.18 0.238
H 1.41 -1.39 -1.28 0.332
H 2.48 -0.10 -1.04 0.344
H 0.81 0.12 -1.63 0.283
```

Properties
Kohn-Sham gap (eV): 9.84
Multiplicity: 1
HOMO (eV): -8.87
Structure (SMILES): C=C(Cl)CNC

---

The most stable arrangement is 1, and the next structure is 6.3 kcal/mol less stable.

---

## 1
Below is 2 unconnected molecules or ions with the total composition C6H11NO, with properties calculated with wB97M-V/def2-TZVPD.

The geometry in XYZ format:
```
19
Properties=species:S:1:pos:R:3:mulliken_charge:R:1
C -1.51 1.67 0.78 -1.225
C -1.84 0.40 0.00 -0.630
C -0.64 -0.52 -0.14 0.901
C -0.05 -0.91 -1.34 -2.817
N 0.90 -1.85 -1.08 1.116
C 1.08 -1.89 0.28 -1.893
C 0.05 -1.21 0.88 -0.957
H -2.35 2.10 1.34 0.314
H -0.75 1.51 1.55 0.388
H -1.07 2.39 0.08 0.339
H -2.61 -0.21 0.49 0.349
H -2.12 0.71 -1.00 0.264
H -0.31 -0.64 -2.36 0.622
H 1.43 -2.50 -1.66 1.108
H 1.90 -2.46 0.69 0.567
H -0.25 -1.13 1.91 0.655
H 3.33 1.65 -0.59 0.490
H 2.03 1.14 0.01 0.231
O 2.77 1.75 0.18 -0.821
```

Properties
Kohn-Sham gap (spin up / spin down) (eV): 2.68 / 8.21
Charge: -1
Multiplicity: 2
HOMO (spin up / spin down) (eV): 1.10 / -4.55
<S²>: 0.750

---

## 2
Below is 2 unconnected molecules or ions with the total composition C6H11NO, with properties calculated with wB97M-V/def2-TZVPD.

The geometry in XYZ format:
```
19
Properties=species:S:1:pos:R:3:mulliken_charge:R:1
C -0.02 2.61 0.74 -0.781
C 1.17 2.25 1.34 -0.579
N 1.71 1.20 0.60 0.222
C 0.85 0.85 -0.41 -2.158
C -0.20 1.77 -0.32 2.203
C -1.43 1.82 -1.19 -1.543
C 1.08 -0.24 -1.41 -2.118
H -0.65 3.38 1.27 0.288
H 1.63 2.60 2.30 0.505
H 2.59 0.64 0.80 0.405
H -2.03 0.84 -1.28 0.398
H -2.16 2.53 -0.77 0.296
H -1.36 2.29 -2.05 0.463
H 0.14 -0.47 -1.83 0.394
H 1.39 -1.25 -1.03 0.961
H 1.86 0.01 -2.30 0.375
H -1.76 -6.27 2.23 0.640
H -1.01 -7.33 1.37 0.599
O -1.80 -7.22 1.92 -1.571
```

Properties
Kohn-Sham gap (spin up / spin down) (eV): 2.17 / 8.28
Charge: -1
Multiplicity: 2
HOMO (spin up / spin down) (eV): 1.21 / -4.76
<S²>: 0.750

---

The most stable arrangement is 1, and the next structure is 18.9 kcal/mol less stable.

---

## 1
Below is a single C8H16N2O3S molecule, with properties calculated with wB97M-V/def2-TZVPD.

The geometry in XYZ format:
```
30
Properties=species:S:1:pos:R:3:mulliken_charge:R:1
C -3.72 0.30 -0.25 -1.611
C -2.28 0.64 -0.63 0.548
C -1.96 2.10 -0.30 -1.383
C -1.30 -0.34 0.08 -0.430
N 0.09 0.04 -0.17 -0.032
C 1.10 -0.30 0.67 0.654
O 0.91 -1.00 1.67 -0.785
C 2.50 0.19 0.31 -0.086
N 3.34 0.31 1.47 -0.658
C 3.12 -0.82 -0.69 -0.846
S 4.71 -0.27 -1.33 -0.257
C -1.49 -1.79 -0.33 0.459
O -2.15 -2.14 -1.29 -0.589
O -0.86 -2.69 0.43 -0.498
H -3.95 -0.74 -0.49 0.404
H -4.39 0.96 -0.81 0.399
H -3.85 0.48 0.79 0.413
H -2.17 0.47 -1.72 0.264
H -1.99 2.28 0.77 0.332
H -2.72 2.71 -0.79 0.428
H -0.95 2.42 -0.68 0.300
H -1.51 -0.31 1.17 0.364
H 0.27 0.51 -1.04 0.377
H 2.51 1.18 -0.18 0.362
H 3.14 1.14 1.99 0.272
H 3.07 -0.47 2.13 0.264
H 2.47 -0.95 -1.53 0.376
H 3.21 -1.79 -0.22 0.396
H 5.22 0.06 -0.12 0.149
H -0.36 -2.18 1.09 0.416
```

Properties
Kohn-Sham gap (eV): 9.67
Multiplicity: 1
HOMO (eV): -9.22
Structure (SMILES): CC(C)[C@H](NC(=O)[C@@H](N)CS)C(=O)O

---

## 2
Below is a single C8H16N2O3S molecule, with properties calculated with wB97M-V/def2-TZVPD.

The geometry in XYZ format:
```
30
Properties=species:S:1:pos:R:3:mulliken_charge:R:1
C 4.88 -0.36 0.03 -0.725
S 3.45 -1.25 -0.56 -0.072
C 2.32 -0.48 0.57 -0.803
C 1.68 0.71 -0.12 -0.858
C 0.30 1.25 0.54 -0.025
N -0.67 0.16 0.81 -0.227
C -1.26 -0.49 -0.29 0.051
O -0.91 -0.60 -1.45 -0.641
C -2.48 -1.40 0.13 0.349
C -3.30 -1.68 -1.17 -1.094
N -3.19 -0.80 1.19 -0.642
C -0.22 2.48 -0.26 0.331
O 0.44 3.41 -0.58 -0.573
O -1.53 2.45 -0.53 -0.429
H 4.51 0.70 0.05 0.186
H 5.29 -0.65 1.05 0.228
H 5.67 -0.45 -0.73 0.341
H 2.67 -0.34 1.55 0.451
H 1.47 -1.13 0.61 0.338
H 1.37 0.31 -1.06 0.323
H 2.23 1.67 -0.19 0.513
H 0.65 1.79 1.40 0.564
H -1.36 0.22 1.56 0.375
H -2.12 -2.33 0.31 0.340
H -3.56 -0.60 -1.61 0.193
H -4.29 -2.15 -0.97 0.379
H -2.74 -2.40 -1.86 0.260
H -3.68 0.07 0.84 0.239
H -3.83 -1.47 1.67 0.260
H -1.80 3.32 -0.93 0.368
```

Properties
Kohn-Sham gap (eV): 8.90
Multiplicity: 1
HOMO (eV): -8.37
Structure (SMILES): CSCC[C@H](NC(=O)[C@H](C)N)C(=O)O

---

The most stable arrangement is 1, and the next structure is 41.6 kcal/mol less stable.